1.
ORCA calculation (the ωB97M-V functional and the def2-TZVPD basis) on a single C4H6SSi molecule at a distorted geometry.

Geometry as ORCA input:
```
! wB97M-V def2-TZVPD RIJCOSX def2/J DEFGRID3
* xyz 0 1
C -2.50840 0.23573 0.13704
C -1.98697 1.23448 0.84474
C -1.83915 -0.90376 -0.50359
C 0.86858 -0.17523 0.09962
Si 2.71923 0.07894 0.02225
S -0.15757 -1.23790 -0.64357
H -3.58094 0.10642 0.05466
H -1.04078 1.52693 1.22177
H -2.54243 -1.77762 -0.85047
H 3.07729 0.35236 -1.58391
H 3.99617 -0.74694 0.39258
H 2.99497 1.30658 0.80889
*
```

Properties
energy above the lowest of the compared OMol25 structures with the same formula, charge and spin	676.73	kJ/mol
F_max	2.534	eV/A

Formally, the Mulliken partial charges of the atoms, in units of the elementary charge, are as follows: atom 1 (C): -0.173, atom 2 (C): -0.419, atom 3 (C): -0.132, atom 4 (C): -0.255, atom 5 (Si): 0.301, atom 6 (S): 0.015, atom 7 (H): 0.258, atom 8 (H): 0.416, atom 9 (H): 0.263, atom 10 (H): -0.066, atom 11 (H): -0.096, atom 12 (H): -0.112

2.
ORCA calculation (the ωB97M-V functional and the def2-TZVPD basis) on a single C5H9FSi molecule at a distorted geometry.

Geometry as ORCA input:
```
! wB97M-V def2-TZVPD RIJCOSX def2/J DEFGRID3
* xyz 0 1
F 3.06716 1.61013 2.35455
C 2.27592 0.98018 1.52937
C 1.49390 0.53246 0.71804
C 0.39325 -0.72103 -1.75659
C -0.79551 -1.44462 0.73611
C -1.08773 1.47442 -0.04990
Si 0.01137 -0.02866 -0.12376
H 1.08342 -1.52006 -1.63519
H 0.82885 0.02358 -2.42462
H -0.48339 -1.14124 -2.15903
H -1.67907 -1.75051 0.19714
H -0.14960 -2.26722 0.86202
H -1.08899 -1.07762 1.71851
H -0.68970 2.27555 -0.63184
H -2.12055 1.21006 -0.31405
H -1.05933 1.84457 0.97921
*
```

Properties
energy above the lowest of the compared OMol25 structures with the same formula, charge and spin	161.82	kJ/mol
F_max	2.107	eV/A
SMILES string	C[Si](C)(C)C#CF

Formally, the Mulliken partial charges of the atoms, in units of the elementary charge, are as follows: atom 1 (F): -0.251, atom 2 (C): 1.316, atom 3 (C): -1.038, atom 4 (C): -0.987, atom 5 (C): -1.012, atom 6 (C): -1.002, atom 7 (Si): 0.155, atom 8 (H): 0.326, atom 9 (H): 0.303, atom 10 (H): 0.325, atom 11 (H): 0.312, atom 12 (H): 0.349, atom 13 (H): 0.268, atom 14 (H): 0.345, atom 15 (H): 0.295, atom 16 (H): 0.296